A.
25
Properties=species:S:1:pos:R:3:mulliken_charge:R:1 method="wB97M-V/def2-TZVPD" e_lumo_ev=0.920 homo_ha=-0.31720 smiles=CCCNC(C)C.O
H -2.667 -1.348 -0.390 0.4674
H 1.195 -1.723 0.625 0.2881
C -0.512 -1.366 -0.470 -0.5144
C -1.841 -0.626 -0.301 -0.4213
H 2.338 1.647 0.643 0.3747
H -0.043 -1.178 -1.447 0.2967
H 1.402 1.165 2.898 0.3652
H 1.211 -0.577 2.920 0.3548
H 0.949 0.517 -2.073 0.2242
H -0.200 0.303 3.054 0.3509
C -2.131 0.641 -1.072 -1.2067
H 2.864 -0.073 0.767 0.3719
H 0.000 0.930 0.622 0.0148
H -1.913 -0.494 0.785 0.2950
H -2.817 1.229 -0.458 0.2813
O 0.770 0.632 -3.008 -0.6607
H -0.170 0.429 -3.164 0.3773
C 0.745 0.239 1.017 0.6309
H -0.656 -2.450 -0.526 0.3462
C 0.761 0.356 2.546 -1.5133
H 2.052 0.470 -0.682 0.3113
H -2.604 0.583 -2.055 0.3414
H -1.224 1.213 -1.288 0.3309
N 0.377 -1.133 0.674 -0.3082
C 2.113 0.616 0.385 -1.3981



B.
25
Properties=species:S:1:pos:R:3:mulliken_charge:R:1 method="wB97M-V/def2-TZVPD" e_lumo_ev=0.840 homo_ha=-0.32005 smiles=CCCN.CCCO
H 0.783 -1.715 0.684 0.3013
H 1.329 2.370 -0.913 0.2944
O -0.259 1.047 -0.594 -0.5920
H 1.904 -0.814 -1.512 0.2635
H 0.103 -4.153 0.383 0.3478
H -0.778 -3.365 1.697 0.3647
H -1.560 -3.619 0.131 0.3377
H 0.954 3.693 1.051 0.3048
H -0.880 -1.251 0.349 0.2378
H -1.349 1.802 1.720 0.2226
H -1.585 3.481 1.210 0.3013
C -0.898 2.795 1.709 -1.0883
C -0.618 -3.367 0.621 -1.3643
H 0.816 -0.587 -2.743 0.2650
C 0.323 2.306 -0.462 -0.4734
C -0.121 -2.004 0.144 -0.0712
H -0.301 3.042 -0.987 0.2923
C 0.172 -2.010 -1.349 -0.7516
H 0.323 0.269 -1.108 0.3897
H -0.765 -2.036 -1.902 0.2986
N 0.925 -0.815 -1.770 -0.5210
H 1.081 1.995 1.519 0.2358
C 0.451 2.722 0.999 -0.3148
H -0.791 3.123 2.745 0.3397
H 0.741 -2.907 -1.622 0.3795



C.
25
Properties=species:S:1:pos:R:3:mulliken_charge:R:1 method="wB97M-V/def2-TZVPD" e_lumo_ev=0.875 homo_ha=-0.31787 smiles=CCCNC(C)C.O
H -2.161 1.880 -1.267 0.4444
C 2.070 -2.711 0.279 -1.1845
H 1.829 -0.930 -1.828 0.4652
N 0.495 -0.179 -0.370 -0.2580
C 0.858 -1.172 -1.368 -0.7093
C -0.837 0.384 -0.482 0.3903
H 1.732 -2.172 1.158 0.2711
H -1.073 1.215 -2.456 0.3574
H -0.291 4.014 3.809 0.3116
H 1.217 0.534 -0.381 0.2424
H 1.159 -3.345 -1.566 0.3962
C -1.131 1.594 -1.417 -1.5125
H 2.997 -2.335 -0.135 0.3208
C 0.950 -2.569 -0.831 -0.4411
H -0.369 2.370 -1.475 0.3601
H -1.418 -0.427 -0.931 0.2494
H 2.176 -3.746 0.608 0.3782
H -0.706 0.354 1.642 0.3559
O -0.891 4.035 3.059 -0.6135
H -2.294 0.073 1.193 0.2557
H -1.460 4.748 3.320 0.3071
C -1.444 0.699 0.908 -1.2318
H 0.226 -1.177 -2.270 0.2978
H -1.730 1.739 1.024 0.3321
H 0.097 -2.878 -0.224 0.2150



D.
25
Properties=species:S:1:pos:R:3:mulliken_charge:R:1 method="wB97M-V/def2-TZVPD" e_lumo_ev=-0.498 homo_ha=-0.20114
H 2.105 0.529 -0.279 0.3796
H 1.599 0.037 1.338 0.3684
H -1.256 1.882 -0.153 0.3450
H -0.853 0.413 0.495 0.4187
H 0.946 2.725 0.039 0.2543
H -1.661 -1.086 -0.278 0.2939
H -0.251 0.818 -0.938 0.0622
H 1.053 2.849 2.524 0.4062
C 1.833 0.892 0.707 -1.3719
H 0.048 -3.548 -0.676 0.2085
H 0.084 -1.273 0.130 0.0263
C -0.703 -1.525 -0.600 0.0867
C -0.379 -1.110 -2.035 -1.4546
N -0.493 1.228 -0.026 -0.2188
H 2.706 1.389 1.145 0.4029
H -1.244 -3.270 0.514 0.2501
H -0.619 3.006 1.985 0.3867
H -0.039 1.480 2.651 0.3652
O -1.860 -3.423 -1.466 -0.8387
C -0.966 -3.071 -0.554 -0.6305
C 0.235 2.333 2.034 -1.3846
H 0.695 -1.169 -2.248 0.2512
H -0.913 -1.854 -2.634 0.4633
C 0.680 1.873 0.664 0.4298
H -0.747 -0.125 -2.339 0.5001



Each structure's energy above the most stable one, in eV: A 0.215; B 0.000; C 0.444; D 3.294.



A.
15
Properties=species:S:1:pos:R:3:mulliken_charge:R:1 method="wB97M-V/def2-TZVPD" e_lumo_ev=0.450 homo_ha=-0.29538
O 1.441 -0.782 -1.866 -0.5022
H 1.271 -2.469 -0.684 0.3872
H 1.643 -1.537 -2.455 0.3187
O -0.532 -1.639 -1.143 -0.4674
H -1.935 0.057 1.399 0.3030
H 0.450 2.315 -0.637 0.2414
O -1.577 0.855 1.627 -0.5660
P 0.860 -0.278 0.764 -0.1021
C -0.298 2.223 0.230 -0.2207
C 0.803 -1.470 -0.836 -0.0416
C -0.495 1.016 0.809 0.4322
H -0.638 -0.961 -1.793 0.3316
H 0.015 -1.315 1.520 0.0378
H -1.885 2.832 0.958 0.3454
O -1.200 3.224 0.394 -0.4972



B.
15
Properties=species:S:1:pos:R:3:mulliken_charge:R:1 method="wB97M-V/def2-TZVPD" e_lumo_ev=-0.181 homo_ha=-0.34718 smiles="C=CCOP(=O)(O)O"
H -1.226 1.430 1.295 0.3444
O 0.173 -1.025 1.117 -0.2520
H 2.671 1.124 0.344 0.3282
P 1.753 -0.913 0.556 0.9469
H -2.983 0.681 -1.172 0.2576
H -0.561 -0.797 -0.926 0.3055
C -1.402 0.830 0.354 -0.1366
O 2.535 -2.042 1.233 -0.6488
O 2.516 0.520 1.097 -0.4627
H 1.438 -0.459 -1.595 0.3282
C -0.832 -0.652 0.156 -0.4378
C -2.207 1.358 -0.689 -0.6589
O 1.943 -1.148 -1.103 -0.4650
H -1.728 -1.341 0.346 0.2980
H -2.090 2.435 -1.011 0.2531



Each structure's energy above the most stable one, in eV: A 2.084; B 0.000.



A.
4
Properties=species:S:1:pos:R:3:mulliken_charge:R:1 method="wB97M-V/def2-TZVPD" e_lumo_ev=-1.549 homo_ha=-0.38115
O 2.365 0.438 0.245 -0.1107
Br -2.089 -1.022 -0.058 -0.0010
C 2.403 -0.602 -0.175 0.1114
Br -2.680 1.186 -0.012 0.0002



B.
4
Properties=species:S:1:pos:R:3:mulliken_charge:R:1 method="wB97M-V/def2-TZVPD" e_lumo_ev="-1.969 / -2.484" homo_ha="-0.34763 / -0.33722"
O -0.236 0.670 -0.022 -0.1678
Br -0.456 -2.099 -0.009 0.1800
C 0.084 -0.429 0.087 0.3505
Br 2.910 0.023 -0.005 -0.3628



Each structure's energy above the most stable one, in eV: A 0.000; B 1.769.



A.
14
Properties=species:S:1:pos:R:3:mulliken_charge:R:1 method="wB97M-V/def2-TZVPD" e_lumo_ev=-5.188 homo_ha=-0.55686 smiles="[O-]CC[NH2+]C1=[NH+]O1" charge=+1
H 1.382 -0.346 -1.340 0.3050
H 2.062 -0.967 0.230 0.3709
H 1.239 1.188 1.415 0.3175
N -2.212 -0.144 -0.779 -0.4474
H 2.079 1.418 -0.066 0.4123
C 1.206 1.030 0.332 -0.4569
C 1.196 -0.454 -0.200 -0.5218
C -1.155 0.058 0.024 0.7045
H -2.736 0.693 -0.987 0.3335
H -0.570 -1.776 -0.352 0.4201
O -2.339 -0.066 0.677 -0.2867
H -0.071 -1.308 1.071 0.3320
O 0.072 1.613 -0.206 -0.4090
N -0.152 -0.939 0.181 -0.0739



B.
14
Properties=species:S:1:pos:R:3:mulliken_charge:R:1 method="wB97M-V/def2-TZVPD" e_lumo_ev=-3.618 homo_ha=-0.48034 charge=+1
N 1.510 -1.347 0.316 -0.4615
H -2.924 -1.261 -0.728 0.2292
O -0.763 0.447 0.612 -0.3752
C -1.816 0.174 0.119 0.9236
C 0.639 0.544 -0.719 -0.2100
N 1.576 1.360 0.109 -0.1932
H 1.105 2.197 0.384 0.3588
H 1.657 0.799 1.010 0.4262
H 2.061 -2.145 0.021 0.2998
O 0.792 -0.679 -0.836 -0.0383
H 2.397 1.515 -0.436 0.3177
H -3.928 0.339 -0.379 0.2784
C -2.957 -0.271 -0.239 -0.8091
H 0.650 -1.673 0.764 0.2536



Each structure's energy above the most stable one, in eV: A 0.248; B 0.000.



A.
9
Properties=species:S:1:pos:R:3:mulliken_charge:R:1 method="wB97M-V/def2-TZVPD" e_lumo_ev=0.546 homo_ha=-0.37356 smiles="CN=C=O.F"
H 1.905 2.797 -0.138 0.3954
H -0.678 -1.424 0.055 0.2910
H -0.584 0.280 0.633 0.2509
C 2.239 -0.739 -0.063 0.4428
O 3.385 -0.902 -0.151 -0.4605
F 1.136 2.443 0.343 -0.3962
C -0.208 -0.386 -0.136 -0.6441
H -0.584 -0.141 -1.126 0.2703
N 1.161 -0.262 0.017 -0.1496



B.
9
Properties=species:S:1:pos:R:3:mulliken_charge:R:1 method="wB97M-V/def2-TZVPD" e_lumo_ev="0.320 / 0.320" homo_ha="-0.36791 / -0.36788"
O 0.514 -0.849 -1.655 -0.3225
C -0.280 -0.470 0.992 -0.5503
H -0.545 1.405 0.252 0.2528
H 0.244 -0.602 1.968 0.2318
H -1.296 -0.656 1.156 0.2914
N 0.220 0.823 0.537 -0.4888
H 0.126 -1.285 0.277 0.2244
C 0.520 0.274 -1.390 0.5377
F 0.496 1.360 -2.137 -0.1766



Each structure's energy above the most stable one, in eV: A 0.000; B 2.008.



A.
61
Properties=species:S:1:pos:R:3:mulliken_charge:R:1 method="wB97M-V/def2-TZVPD" e_lumo_ev=1.492 homo_ha=-0.26592 charge=-1
O 1.798 0.823 -2.912 -0.7200
H -2.551 -3.778 -0.448 0.2968
H -1.759 -1.051 -1.745 0.2234
C -1.645 -0.710 1.358 1.4746
H -4.667 -0.217 -0.184 0.2693
C 2.251 0.573 0.505 0.8156
H -3.125 -1.631 -1.601 0.3753
O -0.154 2.602 -1.087 -0.5338
H 4.874 2.846 1.448 0.2723
H 4.841 -1.391 -0.400 0.5443
O 0.988 0.755 0.609 0.4292
O 2.853 3.334 -1.948 -0.6655
H -5.964 -0.560 1.788 0.3042
H 2.291 1.439 -2.390 0.4955
H 4.769 2.402 0.020 0.3349
O 3.164 -1.742 -2.526 -0.6946
O 2.946 -3.811 -0.212 -0.7143
H 2.087 -3.750 0.170 0.3385
C -1.484 0.146 2.425 -0.1684
O 4.479 3.053 0.671 -0.6470
H 0.571 -3.053 0.405 0.2085
O 2.848 1.136 -0.443 -0.6419
H -5.012 -0.885 -1.418 0.3377
C 2.664 -0.576 1.162 0.2491
H 0.639 2.615 -0.478 0.2394
H 2.486 -1.886 -1.833 0.3737
H -3.701 3.587 2.179 0.2575
H 0.203 -1.367 -0.914 -0.1663
H -1.982 -2.914 0.590 0.3124
H 2.588 4.124 -1.607 0.2785
O -2.877 2.156 -0.475 -0.6047
O -2.674 -1.144 0.997 -0.6096
O 5.535 -1.233 -1.006 -0.7059
O -4.443 -0.225 -1.112 -0.7868
O -2.246 -1.868 -1.804 -0.6538
O 0.815 -1.967 -1.318 -0.6028
O -0.576 -1.029 0.829 0.7122
H -1.210 3.925 2.227 0.2668
H 3.123 2.924 -1.124 0.3123
H -0.778 2.924 1.261 0.1826
H 2.910 -0.912 -2.922 0.4253
H -3.305 1.299 -0.638 0.4248
H -0.357 -4.190 0.277 0.3670
H 5.103 -1.366 -1.875 0.3364
H -3.741 2.183 2.619 0.3953
O 0.443 -3.952 0.726 -0.8463
O -4.108 2.727 1.922 -0.6474
O -2.400 0.891 2.866 -0.6574
H 1.083 0.429 -2.404 0.2406
O -5.518 0.171 1.342 -0.6732
O 1.711 -1.036 1.812 -0.4483
O -2.354 -3.818 0.478 -0.7598
O 3.575 -1.331 0.711 -0.7876
H -4.914 0.587 1.920 0.3222
H 0.358 -2.464 -2.014 0.2164
H -3.042 2.267 0.477 0.3117
B 0.451 -0.264 1.483 0.1072
H -0.578 3.446 -1.081 0.2568
O -0.447 3.465 1.968 -0.5684
H 3.402 -3.047 0.018 0.3953
O -0.239 0.342 2.656 -0.3996



B.
61
Properties=species:S:1:pos:R:3:mulliken_charge:R:1 method="wB97M-V/def2-TZVPD" e_lumo_ev=1.847 homo_ha=-0.28683 charge=-1
O 0.587 1.239 0.468 -0.3583
O -0.293 0.484 -1.551 -0.5575
O -2.449 -0.519 5.620 -0.6183
H 1.188 -2.873 -3.935 0.3250
H -2.086 -7.651 1.706 0.3179
O -8.270 -1.452 -1.978 -0.6446
O 2.273 3.003 -7.500 -0.6476
H -5.945 -2.887 3.534 0.3209
H -7.258 -3.258 4.190 0.3176
H 2.421 -3.237 -4.734 0.3145
C 0.950 2.057 -0.497 0.6306
H -4.040 2.610 -2.476 0.3145
H -5.378 3.298 -2.645 0.3049
O 0.874 2.551 4.815 -0.6198
H 5.938 7.656 -1.128 0.3180
H 0.847 2.101 3.970 0.3214
C 0.291 1.592 -1.802 0.5774
H -2.921 4.095 2.619 0.3153
O 5.336 3.223 2.708 -0.6156
H -2.093 3.403 3.680 0.3156
O 0.003 -1.136 0.208 -0.4756
B -0.344 0.249 -0.114 0.9306
H 5.618 2.985 3.591 0.3085
O 7.311 3.313 -1.162 -0.6516
H 6.803 3.104 -0.378 0.3240
H 3.054 -1.739 4.556 0.3173
O -4.581 3.312 -2.114 -0.6173
O -1.752 0.345 0.289 -0.3614
O -1.134 -3.083 0.515 -0.6749
O 1.743 2.994 -0.415 -0.6626
O 6.012 7.106 -0.348 -0.6458
H -0.727 4.680 -6.926 0.3237
O 1.478 -3.393 -4.685 -0.6379
H 2.499 -4.614 0.856 0.3321
H 3.355 -0.694 3.503 0.3198
C -1.062 -1.853 0.350 0.6190
O 3.213 -5.200 0.605 -0.6379
H 4.696 3.922 2.841 0.3142
O -2.456 -8.498 1.955 -0.6379
O 3.763 -1.199 4.207 -0.6356
H 7.441 4.260 -1.117 0.3227
H -2.410 -9.024 1.156 0.3195
O -2.997 3.572 3.417 -0.6354
H 2.291 2.102 -7.823 0.3155
O -6.338 -3.518 4.137 -0.6380
H 1.551 -8.917 -1.423 0.3099
H 2.026 2.922 -6.579 0.3339
H -3.243 -0.464 5.088 0.3160
H -2.154 4.241 -7.175 0.3105
H 0.800 -8.020 -0.462 0.3237
O -3.424 -1.202 0.439 -0.6369
H 5.169 6.655 -0.291 0.3270
H 1.181 1.886 5.431 0.3067
H -2.722 -0.982 6.412 0.3052
O 0.279 2.211 -2.842 -0.6551
C -2.249 -0.917 0.374 0.6079
O -1.628 5.003 -6.933 -0.6365
H -8.017 -0.559 -2.211 0.3159
H 3.789 -4.659 0.065 0.3099
H -7.656 -1.704 -1.288 0.3291
O 0.846 -8.923 -0.775 -0.6340



Each structure's energy above the most stable one, in eV: A 1.438; B 0.000.